# 1
Here is a gas-phase ion, C30H31OSi (charge +1) at a distorted geometry from OMol25. Energies are from ωB97M-V/def2-TZVPD.

Each line ends with the Löwdin charge.
Element x y z (Å)
1 C 1.878 -2.953 2.919  -0.06
2 O 1.427 -2.132 1.827  -0.18
3 C 0.188 -1.439 2.011  -0.26
4 C 0.463 -0.005 1.463  -0.15
5 C -0.153 1.112 2.054  -0.05
6 C 0.397 2.400 1.932  -0.07
7 C 1.605 2.602 1.254  -0.07
8 C 2.197 1.500 0.629  -0.07
9 C 1.619 0.232 0.693  -0.03
10 H 2.913 -3.178 2.656  0.10
11 H 1.853 -2.457 3.913  0.10
12 H 1.309 -3.892 3.001  0.08
13 H 0.043 -1.228 3.099  0.15
14 H -1.032 0.953 2.681  0.11
15 H -0.106 3.242 2.415  0.11
16 H 2.075 3.597 1.230  0.12
17 H 3.150 1.631 0.124  0.11
18 H 2.150 -0.583 0.211  0.11
19 C -3.292 -2.042 0.589  0.00
20 C -1.893 -2.536 0.497  -0.07
21 C -1.011 -2.325 1.662  -0.05
22 C -1.717 -3.700 -0.461  -0.13
23 Si -3.084 -4.948 -1.058  0.75
24 C -4.534 -5.251 0.085  -0.29
25 C -5.829 -4.801 -0.213  -0.08
26 C -6.891 -5.056 0.666  -0.07
27 C -6.683 -5.815 1.823  -0.07
28 C -5.402 -6.304 2.104  -0.07
29 C -4.341 -6.041 1.229  -0.11
30 C -3.798 -4.394 -2.730  -0.26
31 C -4.318 -5.341 -3.631  -0.07
32 C -4.890 -4.918 -4.837  -0.06
33 C -4.952 -3.556 -5.152  -0.07
34 C -4.420 -2.620 -4.261  -0.08
35 C -3.825 -3.033 -3.062  -0.11
36 C -2.386 -6.672 -1.388  -0.26
37 C -3.172 -7.837 -1.287  -0.09
38 C -2.626 -9.097 -1.585  -0.07
39 C -1.289 -9.213 -1.990  -0.07
40 C -0.508 -8.053 -2.104  -0.07
41 C -1.054 -6.793 -1.815  -0.10
42 H -3.705 -1.729 -0.383  0.11
43 H -3.887 -2.914 0.924  0.11
44 H -3.439 -1.219 1.311  0.11
45 H -0.681 -3.351 1.911  0.14
46 H -1.717 -2.090 2.484  0.15
47 H -1.337 -3.363 -1.445  0.13
48 H -0.970 -4.369 -0.015  0.09
49 H -6.019 -4.248 -1.134  0.11
50 H -7.886 -4.664 0.441  0.11
51 H -7.512 -6.009 2.513  0.11
52 H -5.231 -6.902 3.000  0.11
53 H -3.357 -6.456 1.443  0.11
54 H -4.275 -6.409 -3.403  0.10
55 H -5.291 -5.653 -5.532  0.11
56 H -5.406 -3.222 -6.090  0.11
57 H -4.460 -1.557 -4.485  0.11
58 H -3.375 -2.299 -2.390  0.08
59 H -4.218 -7.790 -0.970  0.11
60 H -3.241 -9.997 -1.500  0.11
61 H -0.851 -10.194 -2.219  0.11
62 H 0.536 -8.123 -2.418  0.11
63 H -0.440 -5.895 -1.924  0.10

Calculated values
Energy above the lowest of the compared OMol25 structures with the same formula, charge and spin in eV: 3.391
HOMO-LUMO gap in eV: 6.1
Lowest unoccupied orbital energy in eV: -5.54
Net charge: +1

***

# 2
Here is a molecular structure, CH4N6O at a distorted geometry from OMol25. Energies are from ωB97M-V/def2-TZVPD.

Each line ends with the Löwdin charge.
Element x y z (Å)
1 C 0.190 0.016 -0.079  -0.41
2 H 3.685 -0.352 -0.258  0.26
3 H 2.400 0.986 0.547  0.08
4 H -2.564 -0.429 1.030  0.21
5 H -2.039 -1.974 0.027  0.09
6 N 2.474 0.157 -0.066  -0.10
7 N 1.425 -0.405 -0.660  0.04
8 N -0.113 1.270 0.586  0.10
9 N -1.146 1.659 -0.110  0.06
10 N -0.981 -0.447 -0.503  -0.29
11 N -1.648 -1.114 0.507  0.01
12 O -1.683 0.632 -1.021  -0.06

Calculated values
Energy above the lowest of the compared OMol25 structures with the same formula, charge and spin in eV: 6.340
HOMO-LUMO gap in eV: 8.2
Lowest unoccupied orbital energy in eV: -0.36

***

# 3
Here is a molecular structure, C15H11Cl41NO6PS at a distorted geometry from OMol25. Energies are from ωB97M-V/def2-TZVPD.

Each line ends with the Löwdin charge.
Element x y z (Å)
1 N 2.297 -1.040 3.932  -0.15
2 P 0.943 -0.946 3.094  0.63
3 O -0.108 0.019 3.988  -0.28
4 O 1.246 -0.162 1.655  -0.27
5 C 0.175 -2.675 2.810  -0.43
6 C -1.347 -2.406 2.415  -0.15
7 C -2.336 -2.827 3.548  -0.23
8 C -3.834 -2.437 3.239  -0.58
9 Cl -4.405 -3.055 1.633  0.53
10 C 0.982 -3.688 1.927  -0.14
11 O 1.955 -4.340 2.785  -0.20
12 S 1.037 -4.718 4.134  0.76
13 O 0.236 -5.894 3.720  -0.26
14 O 1.804 -4.837 5.388  -0.23
15 O 0.197 -3.294 4.123  -0.24
16 H 2.484 -2.029 4.116  -0.03
17 H -0.373 -0.492 4.771  -0.01
18 H 1.490 -0.773 0.946  0.01
19 H -1.528 -2.945 1.452  0.11
20 H -1.421 -1.313 2.183  0.11
21 H -2.328 -3.946 3.588  0.12
22 H -2.107 -2.375 4.537  0.07
23 H -4.019 -1.345 3.392  -0.02
24 H -4.438 -2.961 4.021  0.08
25 H 0.265 -4.481 1.587  0.14
26 H 1.579 -3.313 1.073  0.09
27 C -5.989 -0.716 -1.689  -2.03
28 Cl -7.364 0.172 -1.009  0.50
29 Cl -6.246 -2.457 -1.473  0.51
30 Cl -5.845 -0.351 -3.418  0.50
31 Cl -4.501 -0.228 -0.858  0.50
32 C -3.296 1.108 5.623  -1.98
33 Cl -3.911 1.992 7.028  0.55
34 Cl -2.404 2.215 4.570  0.55
35 Cl -2.218 -0.194 6.170  0.61
36 Cl -4.648 0.398 4.722  0.59
37 C 4.290 -0.713 -1.242  -1.99
38 Cl 5.279 -1.414 -2.536  0.47
39 Cl 3.314 -1.991 -0.487  0.56
40 Cl 5.337 0.024 -0.018  0.55
41 Cl 3.209 0.524 -1.916  0.48
42 C 0.599 3.434 -2.326  -2.00
43 Cl 1.582 2.776 -3.647  0.47
44 Cl -0.334 2.124 -1.577  0.52
45 Cl 1.664 4.169 -1.108  0.48
46 Cl -0.513 4.653 -2.973  0.53
47 C 7.498 1.561 -3.896  -2.02
48 Cl 8.788 1.404 -2.689  0.53
49 Cl 7.664 3.109 -4.742  0.53
50 Cl 7.618 0.232 -5.065  0.51
51 Cl 5.924 1.491 -3.087  0.47
52 C -0.783 1.173 -6.825  -2.03
53 Cl -2.487 1.075 -7.308  0.52
54 Cl -0.002 2.515 -7.681  0.52
55 Cl -0.674 1.448 -5.078  0.48
56 Cl 0.036 -0.345 -7.235  0.52
57 C 0.885 8.665 -1.382  -2.02
58 Cl -0.844 8.812 -1.749  0.52
59 Cl 1.310 6.949 -1.229  0.45
60 Cl 1.831 9.395 -2.692  0.52
61 Cl 1.239 9.502 0.141  0.52
62 C 6.354 -5.327 -3.510  -2.03
63 Cl 6.494 -3.731 -4.270  0.49
64 Cl 5.391 -5.191 -2.027  0.51
65 Cl 5.560 -6.447 -4.631  0.52
66 Cl 7.970 -5.935 -3.111  0.53
67 C -9.549 1.105 -4.817  -2.04
68 Cl -11.246 1.258 -5.310  0.52
69 Cl -9.161 -0.605 -4.560  0.50
70 Cl -8.503 1.764 -6.088  0.52
71 Cl -9.288 2.006 -3.313  0.50
72 C 2.304 3.371 4.052  -2.00
73 Cl 2.921 4.676 3.020  0.51
74 Cl 1.791 2.011 3.041  0.61
75 Cl 3.581 2.837 5.157  0.53
76 Cl 0.921 3.967 4.992  0.51

Calculated values
HOMO-LUMO gap in eV: 8.8
Lowest unoccupied orbital energy in eV: -0.26

***

# 4
Here is a molecular structure, H4O2 at a distorted geometry from OMol25. Energies are from ωB97M-V/def2-TZVPD.

Each line ends with the Löwdin charge.
Element x y z (Å)
1 H 2.866 0.188 0.565  0.06
2 H 1.344 -0.726 0.166  0.20
3 H -1.950 1.026 -0.097  0.09
4 H -2.769 -0.510 -0.331  0.18
5 O 2.212 0.043 -0.238  -0.26
6 O -1.703 -0.021 -0.065  -0.26

Calculated values
Energy above the lowest of the compared OMol25 structures with the same formula, charge and spin in eV: 2.543
HOMO-LUMO gap in eV: 11.4
Lowest unoccupied orbital energy in eV: 0.45

***

| no. | electronic energy (Eh) |
| --- | --- |
| 1 | -1526.1841 |
| 2 | -443.9540 |
| 3 | -20691.5959 |
| 4 | -152.7815 |